{
  "formula": "C65H162F8N13O29S8",
  "method": "ωB97M-V/def2-TZVPD",
  "symbols": ["S", "S", "S", "S", "S", "S", "S", "S", "F", "F", "F", "F", "F", "F", "F", "F", "O", "O", "O", "O", "O", "O", "O", "O", "O", "O", "O", "O", "O", "O", "O", "O", "O", "O", "O", "O", "O", "O", "O", "O", "O", "O", "O", "O", "O", "N", "N", "N", "N", "N", "N", "N", "N", "N", "N", "N", "N", "N", "C", "C", "C", "C", "C", "C", "C", "C", "C", "C", "C", "C", "C", "C", "C", "C", "C", "C", "C", "C", "C", "C", "C", "C", "C", "C", "C", "C", "C", "C", "C", "C", "C", "C", "C", "C", "C", "C", "C", "C", "C", "C", "C", "C", "C", "C", "C", "C", "C", "C", "C", "C", "C", "C", "C", "C", "C", "C", "C", "C", "C", "C", "C", "C", "C", "H", "H", "H", "H", "H", "H", "H", "H", "H", "H", "H", "H", "H", "H", "H", "H", "H", "H", "H", "H", "H", "H", "H", "H", "H", "H", "H", "H", "H", "H", "H", "H", "H", "H", "H", "H", "H", "H", "H", "H", "H", "H", "H", "H", "H", "H", "H", "H", "H", "H", "H", "H", "H", "H", "H", "H", "H", "H", "H", "H", "H", "H", "H", "H", "H", "H", "H", "H", "H", "H", "H", "H", "H", "H", "H", "H", "H", "H", "H", "H", "H", "H", "H", "H", "H", "H", "H", "H", "H", "H", "H", "H", "H", "H", "H", "H", "H", "H", "H", "H", "H", "H", "H", "H", "H", "H", "H", "H", "H", "H", "H", "H", "H", "H", "H", "H", "H", "H", "H", "H", "H", "H", "H", "H", "H", "H", "H", "H", "H", "H", "H", "H", "H", "H", "H", "H", "H", "H", "H", "H", "H", "H", "H", "H", "H", "H", "H", "H", "H", "H", "H", "H", "H", "H", "H", "H", "H", "H", "H", "H", "H", "H"],
  "positions_angstrom": [[2.579, -1.677, 0.827], [2.701, 6.538, 0.466], [-4.793, -1.985, -2.677], [-6.888, -1.013, -1.163], [-0.123, 6.373, -0.067], [2.298, -0.038, 3.108], [-1.424, 4.541, -4.586], [0.526, 6.497, -4.598], [-0.104, 7.871, 0.454], [1.388, 6.493, -5.947], [2.390, 7.349, 1.796], [-2.394, 4.701, -5.856], [3.843, -2.584, 1.408], [-5.726, -0.933, 0.010], [-4.161, -3.075, -1.788], [1.037, 0.466, 3.814], [-1.528, 7.147, 4.867], [-0.763, 6.385, -1.340], [1.777, -2.580, -0.019], [-1.085, 3.147, -4.704], [-0.527, -2.461, 5.766], [3.384, 7.536, -0.271], [-2.145, 4.734, -3.397], [-4.497, -2.379, -3.994], [-4.104, -0.810, -2.305], [2.486, -3.861, 7.921], [3.208, -0.569, 0.177], [-7.939, -1.725, -0.430], [4.661, 3.106, -1.968], [-9.139, -3.803, 2.290], [-7.119, 0.364, -1.555], [-5.962, -4.750, 1.251], [4.333, -1.389, -4.405], [-3.699, 1.342, 0.407], [-1.124, -8.161, 0.121], [-5.747, 0.414, 3.673], [1.500, 6.201, -3.576], [3.143, -0.559, 4.139], [0.215, -0.895, -6.463], [-0.088, 7.744, -4.574], [2.696, 1.163, 2.405], [3.522, 5.495, 1.017], [-0.771, 5.620, 1.041], [-3.309, 4.449, 5.784], [2.055, -7.269, 0.555], [2.274, -3.118, 5.389], [1.791, -1.128, 2.084], [-2.743, 0.868, -0.284], [7.286, 4.577, -0.858], [0.992, 5.073, 4.653], [1.478, 5.885, -0.108], [3.662, -3.639, -6.683], [-0.157, 5.186, -4.963], [-6.392, -2.001, -2.300], [-8.571, -4.368, -0.261], [-6.047, 2.966, 4.227], [0.811, -9.705, 0.655], [1.631, 2.045, -7.263], [3.660, 2.598, -1.127], [3.417, -4.079, 5.775], [7.686, 7.037, -0.342], [2.377, -9.621, 0.781], [-0.830, -1.873, -6.255], [-1.419, 2.866, -0.830], [7.041, 5.755, 0.080], [1.023, 5.742, 6.004], [-1.961, -7.082, -0.304], [4.487, -3.680, -5.399], [-6.669, 1.025, 2.877], [2.512, -3.722, 9.344], [4.139, -4.885, -7.431], [0.491, 1.542, -6.354], [1.667, -4.925, -5.578], [2.796, -8.196, 1.302], [-7.648, -5.590, -0.226], [2.399, 4.733, 4.226], [-0.374, -0.018, -1.608], [-9.261, -3.750, 3.717], [3.288, 2.571, -5.280], [-0.088, -9.389, 1.808], [2.483, 0.811, -7.680], [-1.382, 0.858, -2.343], [1.102, 2.851, -8.466], [-9.984, -4.630, 0.247], [-1.082, -1.004, -0.760], [-0.104, 3.093, 3.413], [2.217, 6.664, 6.224], [4.884, 4.555, -1.894], [-0.813, -8.080, 1.515], [-0.386, 0.386, -6.883], [-6.910, -5.765, 1.150], [-5.217, -4.800, 2.458], [3.685, -4.010, 7.261], [6.369, 4.799, -2.058], [8.694, 4.622, -1.464], [0.196, 3.802, 4.718], [0.415, 6.121, 3.707], [4.187, -0.711, -3.161], [-3.464, 2.323, -2.217], [-2.909, 4.986, 7.140], [3.905, -2.321, -7.429], [-1.285, 0.317, 1.489], [2.455, 3.120, -6.426], [3.742, 1.243, -8.447], [-3.033, -1.310, 0.791], [-6.117, -0.901, 4.021], [-4.717, 4.469, 5.808], [2.138, -3.730, -6.415], [-6.156, 2.516, 2.797], [-2.307, 1.746, -1.441], [-1.355, -3.552, 6.246], [3.450, -5.088, -8.778], [-1.090, 6.323, 3.745], [7.005, 3.242, -0.202], [4.049, -2.785, -4.205], [1.187, -3.730, 4.515], [-2.707, 7.915, 4.645], [8.131, 2.855, 0.731], [0.016, -2.741, 4.515], [2.118, -5.874, 0.817], [-5.210, 4.247, 4.389], [-1.976, -0.337, 0.283], [-10.066, -4.754, 1.754], [2.865, 5.651, 3.805], [8.965, 3.720, -1.961], [-7.687, 1.006, 3.302], [7.429, 5.431, 1.055], [0.991, 4.913, 6.715], [4.106, -1.463, -2.400], [-5.690, 2.153, 4.765], [0.990, 7.022, 3.769], [-1.422, 3.730, -1.514], [-2.224, -7.257, -1.333], [4.333, -3.175, 7.440], [7.474, 7.480, -1.323], [-6.112, -1.470, 3.093], [-0.359, -1.685, -0.317], [9.112, 2.868, 0.269], [-6.882, -5.457, -0.962], [-0.791, -4.392, 6.613], [8.636, 5.459, -2.145], [4.533, 4.943, -0.939], [6.503, 5.883, -2.290], [-11.084, -4.480, 2.061], [-1.963, -3.136, 7.043], [8.769, 6.983, -0.238], [4.491, -4.755, -5.193], [3.043, 4.368, 5.052], [2.981, 1.981, -1.739], [-2.714, 8.238, 3.599], [-6.774, 0.598, 1.889], [4.386, 0.398, -8.544], [-0.064, 2.459, -6.114], [-1.021, 2.479, 3.640], [-6.490, -6.797, 1.200], [1.592, -3.558, -7.340], [-2.393, -2.113, 1.149], [-1.543, -1.784, -7.104], [-1.488, -1.768, -5.400], [-4.703, -5.760, 2.482], [2.575, -8.139, 2.369], [-8.350, -3.306, 4.024], [-5.151, 2.499, 2.379], [6.026, 3.361, 0.269], [3.077, -5.084, 5.502], [0.068, 6.314, 6.118], [5.976, 5.949, 0.176], [0.733, -4.689, -5.123], [-5.190, 3.754, 6.479], [-3.665, -1.672, -0.027], [2.703, 0.275, -6.747], [-3.320, 6.004, 7.247], [-3.023, 2.568, -3.181], [0.315, -0.415, -2.328], [-3.881, 3.216, -1.740], [-4.458, -4.075, 2.224], [-3.613, 7.336, 4.827], [2.694, -2.221, 4.990], [3.169, 6.228, 6.343], [-9.360, -4.701, 4.227], [8.033, 1.808, 1.061], [2.980, -2.902, -4.124], [-10.572, -3.758, -0.030], [3.734, -1.566, -6.679], [-7.679, -5.613, 1.922], [2.706, -9.845, -0.232], [-2.044, 0.236, -2.911], [-1.332, 0.568, -6.342], [-5.083, 5.478, 6.132], [3.127, -2.887, 9.692], [-3.299, 4.315, 7.887], [-2.033, -3.919, 5.484], [-0.792, 4.068, 5.105], [5.522, -3.450, -5.665], [-2.007, 0.734, 2.182], [3.902, 1.734, -5.669], [3.388, 1.555, -9.409], [-1.823, 5.033, 7.155], [-7.090, -0.890, 4.543], [3.086, 3.379, -0.663], [3.152, 3.544, -7.178], [-0.435, 3.858, 2.713], [0.384, 0.574, -1.072], [0.511, 5.842, 2.689], [4.358, -3.842, 5.315], [1.888, -2.839, -5.841], [-3.675, -0.817, 1.534], [2.728, 2.124, -4.470], [-2.913, -7.054, 0.314], [-8.221, -3.484, 0.173], [9.353, 4.925, -0.621], [-0.367, 2.585, -0.832], [-1.715, 3.205, 0.180], [-9.859, -5.732, 2.152], [-4.341, 4.146, 3.757], [0.379, 2.278, -9.038], [3.512, -4.210, -9.453], [0.785, 2.588, 3.058], [0.905, 1.156, -5.470], [5.231, -4.627, -7.549], [-1.420, -6.142, -0.110], [-1.668, -1.679, -1.382], [7.418, 7.900, 0.310], [-5.913, 5.003, 4.106], [2.374, 3.925, 3.487], [-10.352, -5.553, -0.192], [0.433, -1.826, 4.127], [-10.051, -3.022, 3.992], [1.195, -5.500, 1.295], [2.419, -5.161, -4.868], [8.246, 3.582, 1.526], [3.911, -8.178, 1.231], [1.002, -4.703, 4.984], [2.034, -5.405, -0.140], [-0.734, -3.007, 3.767], [2.277, 7.400, 5.413], [1.641, -3.870, 3.507], [0.654, 3.737, -7.949], [-1.298, 6.886, 2.803], [3.304, -0.071, -3.200], [6.694, 4.130, -2.848], [-4.225, 1.638, -2.496], [2.023, 7.200, 7.175], [-8.264, -6.514, -0.419], [4.082, 1.975, -0.396], [6.861, 2.536, -1.011], [5.024, -0.036, -2.973], [1.497, -3.630, 9.710], [-6.983, 3.113, 4.608], [4.944, -2.382, -7.817], [-0.125, -7.264, 1.715], [0.772, 3.143, 5.362], [-6.758, 3.222, 2.223], [-5.831, -4.509, 3.327], [-0.629, 0.294, -7.946], [-0.619, 1.143, 1.132], [1.765, 3.882, -6.114], [4.603, -3.114, -3.338], [-1.672, 5.427, 3.613], [2.976, -4.581, 9.845], [4.305, 2.016, -7.940], [4.135, -4.887, 7.704], [1.759, -2.825, 6.256], [0.672, -10.670, 0.265], [4.026, -5.799, -6.840], [2.656, -10.435, 1.429], [-5.397, -1.330, 4.690], [-0.894, 1.535, -3.093], [0.609, -9.098, -0.139], [2.411, -5.442, -8.636], [3.260, -2.409, -8.280], [-2.686, 8.792, 5.246], [-0.407, -2.887, -6.298], [-0.657, -0.477, 1.937], [3.920, -5.963, -9.225], [1.920, 3.249, -9.057], [-8.711, -3.982, -1.241], [1.480, -5.856, -6.086], [3.919, 3.372, -4.876], [-1.742, -7.894, 2.064], [0.524, -9.306, 2.690], [1.758, 0.182, -8.275], [-0.822, -10.179, 1.893], [4.304, 5.044, -2.674], [3.059, -5.555, 1.325]],
  "e_homo_ev": -15.92,
  "charge": 5,
  "homo_lumo_gap_ha": 0.21578
}